Entry 1:
Below is a single C18H16Cl2N2O2 molecule, with properties calculated with the ωB97M-V functional and the def2-TZVPD basis.

Geometry as ORCA input:
```
! wB97M-V def2-TZVPD RIJCOSX def2/J DEFGRID3
* xyz 0 1
C -5.51592 -0.88746 -0.41318
C -3.96647 -0.89651 -0.11496
C -3.42291 0.23255 0.62747
C -2.19553 0.10051 0.99337
C -1.40381 -1.09536 0.46646
C -2.01281 -2.04025 -0.09766
C -3.37958 -2.05973 -0.33941
H -3.71893 -2.71437 -1.22646
H -1.36219 -2.73137 -0.55613
C 0.01385 -0.96361 0.95281
N 0.48590 0.17897 1.74473
O 1.76042 -0.26066 1.64433
C 2.01707 -1.63300 0.86596
N 0.88786 -1.75601 0.52302
C 3.33697 -2.03992 0.64980
H 3.89176 -1.77353 1.75981
C 4.01915 -1.65511 -0.46540
H 4.99974 -1.82503 -0.45400
H 3.58916 -1.83343 -1.44174
C 3.81226 0.07303 -0.52172
H 4.55999 0.42978 -1.40282
H 3.83050 0.58610 0.50150
O 2.55831 0.39293 -1.13933
C 1.74888 1.38250 -0.62731
C 2.23354 2.56368 -0.25145
C 1.43597 3.40899 0.36873
C 0.04493 3.14958 -0.03643
C -0.37298 2.47197 -0.88886
C 0.39811 1.28884 -1.12565
Cl -0.02065 0.00465 -2.18259
H -1.42321 2.38036 -1.23997
Cl -1.10706 4.52998 0.33835
H 1.72494 4.23452 1.02568
H 3.23887 2.32881 0.29645
H 3.23393 -3.17551 0.73131
H -1.78536 1.13434 1.64552
H -4.18782 0.96791 0.79231
H -6.02041 0.10530 -0.05699
H -5.70178 -1.10466 -1.53150
H -6.22472 -1.49978 0.18595
*
```

Values from the calculation:
- Orbital gap: 8.170 eV
- Relative energy (zero: lowest compared OMol25 entry of this formula, charge and spin): 14.4257 eV

Entry 2:
Below is a single C3H4Cl2N2 molecule, with properties calculated with the ωB97M-V functional and the def2-TZVPD basis.

Geometry as ORCA input:
```
! wB97M-V def2-TZVPD RIJCOSX def2/J DEFGRID3
* xyz 0 1
C -1.41917 0.41667 -0.04666
C 0.85235 0.50735 0.64082
C -1.42337 -0.78041 -0.81766
N -0.47859 0.78603 0.79730
N 1.36655 -0.01195 -0.54135
Cl -0.26971 -1.97883 -0.55070
Cl 2.97397 -0.58732 -0.38999
H -2.20318 1.11985 -0.03391
H 1.46443 1.50682 0.88621
H 1.20595 0.20794 1.60549
H -2.06922 -1.18614 -1.54955
*
```

Values from the calculation:
- Orbital gap (alpha / beta): 7.938 / 7.787 eV
- Relative energy (zero: lowest compared OMol25 entry of this formula, charge and spin): 4.6143 eV

Entry 3:
Below is a molecular structure, C10H17CeCl2FO2, with properties calculated with the ωB97M-V functional and the def2-TZVPD basis.

Geometry as ORCA input:
```
! wB97M-V def2-TZVPD RIJCOSX def2/J DEFGRID3
* xyz -2 1
C -0.73517 0.66599 -1.03927
C -1.58232 -0.45756 -0.87891
C -0.74600 -1.56046 -0.63896
C -3.03842 -0.42945 -0.84806
C 0.57005 -1.15003 -0.67444
C 0.62621 0.22137 -0.96419
C 1.77989 1.06139 -1.12528
C -1.18297 2.06377 -1.25352
C -1.20724 -2.87900 -0.34928
C 1.71401 -2.03442 -0.57865
Ce 1.29431 1.70271 2.97646
Cl -2.82598 -1.04059 2.31715
Cl -0.49211 2.92989 1.88912
O 1.91915 -0.09337 2.17456
H -3.42636 0.55490 -0.47869
H -3.47780 -1.06413 -0.04558
H -3.45204 -0.65405 -1.86929
H -1.96719 -2.86435 0.52070
H -0.39901 -3.62897 -0.02143
H -1.73783 -3.39205 -1.23035
H 1.56756 -2.91152 0.13653
H 2.65918 -1.45962 -0.32141
H 2.01403 -2.56824 -1.54244
H 2.74857 0.57293 -0.81469
H 1.77306 2.01604 -0.48268
H 1.92218 1.42094 -2.20132
H -2.02977 2.33901 -0.57328
H -1.58833 2.18149 -2.28531
H -0.35715 2.79687 -1.13491
H 2.71204 -0.73160 2.24149
O 2.80086 2.96440 2.34837
H 2.97630 3.68133 1.69280
F 1.16828 1.74639 5.05478
*
```

Values from the calculation:
- Orbital gap (alpha / beta): 3.753 / 3.028 eV
- Relative energy (zero: lowest compared OMol25 entry of this formula, charge and spin): 0.3496 eV

Entry 4:
Below is a molecular structure, C20H45BrInO10, with properties calculated with the ωB97M-V functional and the def2-TZVPD basis.

Geometry as ORCA input:
```
! wB97M-V def2-TZVPD RIJCOSX def2/J DEFGRID3
* xyz -1 1
C 4.88927 0.69533 3.52797
C 5.24362 1.65351 4.52532
In 6.05798 2.96664 6.18020
O 4.85598 2.70895 7.87773
Br 6.07320 5.51788 5.56618
H 4.37420 -0.12870 2.84375
H 7.70760 2.39607 6.59781
H 5.27787 1.91599 8.36351
C 3.21376 -4.55959 -0.97836
O 4.16902 -5.00125 -0.02286
C 5.04584 -3.97726 0.43435
C 5.10606 -3.89115 1.96412
O 3.88698 -3.54377 2.62795
C 2.81333 -4.48924 2.56522
C 3.06655 -5.84598 3.23437
O 4.06732 -6.59234 2.54605
C 5.05039 -7.16783 3.39206
H 3.60577 -4.71533 -1.98656
H 2.31179 -5.16854 -0.85750
H 2.93114 -3.51307 -0.83621
H 4.76206 -2.99329 0.03165
H 6.04385 -4.21289 0.05526
H 5.81441 -3.09277 2.21598
H 5.53274 -4.79366 2.39679
H 2.47032 -4.60793 1.53910
H 1.97978 -4.01525 3.09638
H 2.14554 -6.43667 3.19606
H 3.32642 -5.69082 4.28977
H 5.22778 -6.57285 4.29744
H 5.98935 -7.21276 2.83744
H 4.75433 -8.18425 3.66127
C -1.81592 0.04988 0.21078
O -1.77109 -0.79922 -0.92833
C -2.52476 -0.32016 -2.03688
C -1.70763 -0.28153 -3.33383
O -0.58201 0.60180 -3.34779
C 0.51254 0.28351 -2.48105
C 1.24396 -1.03328 -2.77039
O 0.41354 -2.16294 -2.51227
C 0.42602 -3.14234 -3.53890
H -2.62504 -0.26854 0.87286
H -0.86633 -0.05558 0.74568
H -1.93330 1.10366 -0.05581
H -2.93540 0.68216 -1.84291
H -3.36903 -1.00134 -2.17266
H -2.37400 0.08076 -4.12585
H -1.41298 -1.28060 -3.64818
H 0.20422 0.34844 -1.43923
H 1.23637 1.09487 -2.62011
H 2.10721 -1.11274 -2.10171
H 1.61479 -1.02665 -3.80380
H 0.59909 -2.70901 -4.53261
H -0.55188 -3.62681 -3.55587
H 1.18574 -3.89580 -3.31900
C -6.18637 7.57659 -0.25947
O -6.45603 6.30333 -0.83100
C -6.61042 6.32542 -2.24595
C -5.72522 5.29185 -2.95264
O -4.31186 5.46750 -2.81457
C -3.75285 5.28748 -1.50855
C -3.87428 3.88112 -0.90853
O -5.23057 3.54718 -0.62336
C -5.61886 2.25661 -1.06722
H -7.12456 8.04672 0.04580
H -5.56894 7.42075 0.63130
H -5.63387 8.23238 -0.93767
H -6.39640 7.32231 -2.65986
H -7.65793 6.09764 -2.46065
H -5.92683 5.37352 -4.02748
H -6.01142 4.27597 -2.68834
H -4.12919 6.04684 -0.82561
H -2.68371 5.50225 -1.61997
H -3.33262 3.85433 0.04254
H -3.40800 3.15292 -1.58514
H -5.07308 1.93780 -1.96482
H -6.67982 2.29141 -1.32105
H -5.47552 1.53238 -0.26213
*
```

Values from the calculation:
- Orbital gap: 7.361 eV

Entry 5:
Below is a single C4H8N2O3 molecule, with properties calculated with the ωB97M-V functional and the def2-TZVPD basis.

Geometry as ORCA input:
```
! wB97M-V def2-TZVPD RIJCOSX def2/J DEFGRID3
* xyz 0 1
C -1.75377 -0.91062 0.48643
C -0.92902 0.10994 0.31870
C 1.12419 -0.99505 0.17505
C 0.20794 -0.04661 -0.68549
N -0.86704 1.20248 1.10814
N 0.91155 1.24068 -0.85714
O 1.68043 -0.55612 1.27208
O 1.50669 -2.02990 -0.31225
O -0.11169 -0.65645 -1.91309
H -2.66276 -0.89595 1.09013
H -1.39584 -1.82334 -0.08276
H -1.61545 1.45116 1.75169
H -0.25319 2.00870 0.89435
H 1.88915 0.34548 1.46871
H 1.66692 1.25627 -1.47373
H 0.12108 1.76522 -1.31925
H 0.48080 -1.46590 -1.92156
*
```

Values from the calculation:
- Orbital gap: 8.770 eV
- Relative energy (zero: lowest compared OMol25 entry of this formula, charge and spin): 2.3257 eV

Entry 6:
Below is 2 unconnected molecules or ions with the total composition C4H10O, with properties calculated with the ωB97M-V functional and the def2-TZVPD basis.

Geometry as ORCA input:
```
! wB97M-V def2-TZVPD RIJCOSX def2/J DEFGRID3
* xyz 0 1
C -2.27567 -1.39967 2.38294
C -1.85627 -1.63724 3.58145
H -2.85865 -2.06190 1.79983
H -2.17864 -0.37843 1.82387
H -2.08990 -2.54563 4.22933
H -0.95050 -1.08748 4.02539
C 0.68246 1.06641 -1.75332
O 1.44696 0.63601 -0.63869
C 1.62150 1.19312 -2.98807
H -0.04587 0.34994 -1.79426
H 0.11149 2.07328 -1.65670
H 1.93546 -0.14235 -0.70278
H 1.72794 0.19128 -3.49682
H 1.06716 1.95202 -3.58425
H 2.67368 1.22549 -2.87207
*
```

Values from the calculation:
- Orbital gap: 10.994 eV
- Relative energy (zero: lowest compared OMol25 entry of this formula, charge and spin): 3.1489 eV

Entry 7:
Below is 8 unconnected molecules or ions with the total composition C27H30BF7NO22, with properties calculated with the ωB97M-V functional and the def2-TZVPD basis.

Geometry as ORCA input:
```
! wB97M-V def2-TZVPD RIJCOSX def2/J DEFGRID3
* xyz 1 1
C 3.64404 0.36318 -0.02246
B 2.46916 0.13839 -1.08197
O 2.86370 -0.14654 -2.40438
N 0.97508 0.19219 -0.80115
C 0.30906 -0.94691 -0.40303
C -1.12891 -1.02032 -0.14817
C -1.91559 0.22043 -0.34372
C -1.19811 1.43269 -0.75607
C 0.25015 1.37049 -0.98455
H 3.42137 -0.00515 1.01373
H 3.97068 1.45245 0.09001
H 4.55412 -0.17267 -0.42667
H 2.17004 -0.73023 -2.77040
H 0.89541 -1.90306 -0.28540
H -1.62805 -1.97788 0.14739
H -3.01845 0.18009 -0.18126
H -1.73344 2.40056 -0.90024
H 0.75240 2.30610 -1.32674
C 1.33546 5.33083 -1.70752
C 1.00124 6.66046 -1.10487
O -0.40066 6.75794 -1.31380
C -0.86195 5.48056 -1.31668
O -2.01194 5.18114 -1.19754
O 0.14837 4.58057 -1.46466
F 1.61202 7.66467 -1.77031
H 1.51448 5.38795 -2.78413
H 2.19483 4.86272 -1.23386
H 1.21930 6.73972 -0.03733
C -4.26535 5.27029 -4.45069
C -2.80153 5.40989 -4.74342
O -2.77127 6.33691 -5.80641
C -3.87494 7.12809 -5.63757
O -4.03735 8.17093 -6.17566
O -4.76029 6.56747 -4.76473
F -2.27570 4.23491 -5.17890
H -4.75211 4.52997 -5.09050
H -4.46047 5.01666 -3.40897
H -2.21193 5.79126 -3.90605
C -2.68955 -1.54562 4.57610
C -2.38677 -2.87756 3.96173
O -1.07789 -2.69884 3.44567
C -0.48706 -1.76822 4.25576
O 0.68515 -1.56730 4.29178
O -1.40078 -1.11232 5.01209
F -3.22771 -3.14475 2.92892
H -3.08722 -0.82911 3.85273
H -3.38316 -1.62112 5.41240
H -2.39353 -3.71150 4.66711
C 1.52650 -4.30363 2.33514
C 1.97358 -5.72347 2.15938
O 1.49386 -6.04726 0.86314
C 1.47678 -4.87830 0.17270
O 1.38832 -4.79582 -1.01310
O 1.58018 -3.80202 0.99959
F 1.37797 -6.53713 3.05865
H 0.50564 -4.22650 2.70964
H 2.18395 -3.73785 2.99379
H 3.05656 -5.86455 2.19618
C -7.21009 -4.84811 3.94704
C -7.56151 -3.49863 3.39521
O -7.23047 -2.62456 4.45912
C -6.21798 -3.23315 5.13671
O -5.51093 -2.68268 5.92162
O -6.10878 -4.54585 4.80160
F -8.88740 -3.40044 3.14938
H -8.01916 -5.28387 4.53732
H -6.92241 -5.55536 3.17021
H -6.99971 -3.21684 2.50083
C 5.76076 3.14510 2.10680
C 5.85277 4.61131 2.40997
O 4.93897 5.18213 1.48709
C 3.99703 4.23092 1.26727
O 2.93633 4.43254 0.76406
O 4.39881 3.00866 1.69558
F 7.08882 5.08723 2.14820
H 6.41895 2.84114 1.28961
H 5.97323 2.52456 2.97623
H 5.56230 4.88103 3.42819
C 2.78478 -4.90479 -3.87330
C 4.15878 -5.50548 -3.92167
O 4.41414 -5.60668 -5.30852
C 3.70489 -4.59580 -5.89227
O 3.88148 -4.20645 -6.99812
O 2.77160 -4.08463 -5.03887
F 4.16776 -6.75002 -3.38661
H 1.99540 -5.65599 -3.94844
H 2.61961 -4.31261 -2.97553
H 4.93436 -4.89652 -3.44942
*
```

Values from the calculation:
- Orbital gap: 8.392 eV

Entry 8:
Below is a single C5H6O2 molecule, with properties calculated with the ωB97M-V functional and the def2-TZVPD basis.

Geometry as ORCA input:
```
! wB97M-V def2-TZVPD RIJCOSX def2/J DEFGRID3
* xyz 0 1
C 0.51350 0.54089 1.20313
O 0.35282 -0.86891 1.15036
C 0.09832 -1.30938 -0.17636
C -1.48338 -0.13062 -1.06093
O -1.52092 0.77680 -0.07771
C -0.08697 1.04799 -0.08127
C 0.05561 -0.08262 -1.09509
H 1.57693 0.81736 1.27057
H -0.01582 0.91746 2.08591
H 0.77011 -2.12361 -0.46000
H -0.95394 -1.66189 -0.27860
H 0.13248 2.07707 -0.37316
H 0.63423 -0.04638 -2.01812
*
```

Values from the calculation:
- Orbital gap: 9.698 eV
- Relative energy (zero: lowest compared OMol25 entry of this formula, charge and spin): 4.3452 eV

Entry 9:
Below is a molecular structure, C4H7N3, with properties calculated with the ωB97M-V functional and the def2-TZVPD basis.

Geometry as ORCA input:
```
! wB97M-V def2-TZVPD RIJCOSX def2/J DEFGRID3
* xyz 0 1
N -2.60497 -0.25880 -0.02475
C -1.19826 -0.04698 -0.00870
C -0.11725 -0.90807 0.00044
C 1.00520 -0.04782 0.01740
N 2.43449 -0.12866 0.06311
C 0.66195 1.27147 0.02427
N -0.72577 1.25846 0.00047
H -2.88973 -0.78144 -0.84996
H -2.90803 -0.79151 0.78681
H -0.16542 -1.99124 -0.00002
H 2.97747 -0.30058 -0.77385
H 2.85108 -0.74460 0.74507
H 2.03819 1.42715 0.01811
H -1.35895 2.04263 0.00160
*
```

Values from the calculation:
- Orbital gap: 8.794 eV
- Relative energy (zero: lowest compared OMol25 entry of this formula, charge and spin): 2.9459 eV

Entry 10:
Below is a single CH4O2SSi molecule, with properties calculated with the ωB97M-V functional and the def2-TZVPD basis.

Geometry as ORCA input:
```
! wB97M-V def2-TZVPD RIJCOSX def2/J DEFGRID3
* xyz 0 1
C -0.62012 -0.98857 -0.30200
O 2.51657 -0.53575 0.71591
O 0.91592 1.15999 -0.36687
Si -0.62620 0.87180 0.17076
S 1.72900 -0.23453 -0.47165
H -0.74472 -1.23502 -1.30691
H -1.43439 1.87480 -0.57827
H -0.67698 -1.67869 0.52033
H -1.05909 0.76597 1.61868
*
```

Values from the calculation:
- Orbital gap (alpha / beta): 7.873 / 7.954 eV
- Relative energy (zero: lowest compared OMol25 entry of this formula, charge and spin): 0.5964 eV

Entry 11:
Below is a molecular structure, C43H36BrP3Pd, with properties calculated with the ωB97M-V functional and the def2-TZVPD basis.

Geometry as ORCA input:
```
! wB97M-V def2-TZVPD RIJCOSX def2/J DEFGRID3
* xyz 0 1
Pd -0.35742 1.70127 -0.30719
C 0.43095 -3.12280 5.37041
C 1.16316 -3.09273 4.19038
C 0.97571 -2.05774 3.28681
C 0.04598 -1.04832 3.53780
C -0.68171 -1.08686 4.72427
C -0.48687 -2.11713 5.63666
P -0.15169 0.24916 2.25490
C -1.17012 1.49428 3.12332
C -0.49614 2.42744 3.91133
C -1.19383 3.40663 4.60213
C -2.57624 3.47623 4.49278
C -3.25226 2.56379 3.69577
C -2.55419 1.57518 3.01656
C -1.35134 -0.52411 1.11260
C -2.07402 -1.68978 1.36117
C -2.95887 -2.17696 0.40929
C -3.13808 -1.49310 -0.78554
C -2.42903 -0.32633 -1.04650
C -1.52897 0.13859 -0.10450
H 0.57960 -3.92550 6.08170
H 1.88519 -3.87158 3.97881
H 1.55649 -2.03108 2.37045
H -1.40501 -0.30992 4.93858
H -1.05837 -2.13412 6.55634
H 0.58622 2.38317 3.98548
H -0.65980 4.12208 5.21544
H -3.12370 4.24872 5.01842
H -4.32828 2.62634 3.59219
H -3.08843 0.87808 2.38367
H -1.94120 -2.21659 2.29907
H -3.51480 -3.08559 0.60388
H -3.83848 -1.86740 -1.52264
H -2.58322 0.21814 -1.96889
C 3.00804 0.15312 -1.10340
P 1.44689 1.05137 -1.49177
C 1.08522 0.79930 -3.26391
C 0.08274 1.59237 -3.83460
C -0.31084 1.39275 -5.14718
C 0.26082 0.37572 -5.90128
C 1.21552 -0.44785 -5.32849
C 1.62145 -0.23983 -4.01629
C 1.71082 2.85521 -1.24604
C 1.70003 3.84987 -2.23076
C 1.69373 5.18267 -1.87759
C 1.70840 5.56127 -0.53694
C 1.76107 4.60056 0.44941
C 1.76376 3.25032 0.10446
P 4.54652 1.17592 -0.92577
C 4.70317 1.90137 -2.60105
C 4.61678 1.15187 -3.77350
C 4.71445 1.76437 -5.01240
C 4.92507 3.13673 -5.09303
C 5.03901 3.88978 -3.93447
C 4.92242 3.27336 -2.69411
C 5.80160 -0.16176 -1.04469
C 7.06718 0.15702 -1.54163
C 8.07574 -0.79250 -1.57855
C 7.84190 -2.07952 -1.11071
C 6.59354 -2.40603 -0.60560
C 5.58155 -1.45401 -0.57057
H 3.14945 -0.63989 -1.83680
H 2.83848 -0.33461 -0.14076
H -0.41134 2.35102 -3.23995
H -1.08068 2.02253 -5.57476
H -0.05330 0.21494 -6.92479
H 1.64525 -1.26168 -5.89825
H 2.35937 -0.90709 -3.59242
H 1.70119 3.57030 -3.27604
H 1.67566 5.93922 -2.65180
H 1.68422 6.61052 -0.27157
H 1.78835 4.88440 1.49340
H 1.84103 2.50649 0.89020
H 4.48315 0.07786 -3.71808
H 4.62968 1.17390 -5.91614
H 5.00476 3.61540 -6.06117
H 5.20916 4.95745 -3.99368
H 4.98282 3.86338 -1.78644
H 7.26128 1.15585 -1.91609
H 9.04762 -0.52755 -1.97558
H 8.62922 -2.82163 -1.14016
H 6.40116 -3.40559 -0.23608
H 4.61750 -1.73534 -0.16574
Br -2.25072 3.17728 -0.34129
*
```

Values from the calculation:
- Orbital gap: 7.602 eV
- Relative energy (zero: lowest compared OMol25 entry of this formula, charge and spin): 0.0000 eV

Result set for electronic energy: -1875.43761, -1146.41288, -2037.18277, -4305.31368, -492.41749, -233.52923, -3480.71061, -344.44223, -320.77504, -878.59383, -5386.16941 a.u., one per record in the order listed.